Record 1
Computed, not measured: C10H26FeN2O7P as an isolated structure, with ωB97M-V/def2-TZVPD.

The geometry in XYZ format:
```
47
Properties=species:S:1:pos:R:3
Fe -0.33 -1.47 -0.22
P -0.55 -3.78 0.01
O -0.72 -3.05 -1.42
O -0.48 0.23 -3.44
O -1.82 -0.03 -0.61
O -0.59 -5.27 0.15
O -1.51 -2.77 0.77
O 0.70 1.74 3.88
O 0.80 -3.08 0.40
N -0.12 -0.30 1.58
N 1.32 -0.53 -1.31
C -2.96 -0.61 -1.22
C -0.87 0.95 1.35
C 1.20 -0.01 2.17
C 0.86 0.68 -3.42
C -2.16 0.68 0.57
C 1.22 0.83 -1.96
C 2.51 1.55 -1.64
C 0.56 1.96 5.28
C -0.83 -0.49 -4.60
C 1.18 0.43 3.63
H 1.51 -0.02 -3.95
H 3.44 1.03 -1.89
H 2.58 1.80 -0.58
H 0.84 1.66 -3.91
H 2.58 2.54 -2.12
H 0.39 1.29 -1.42
H -1.88 -0.77 -4.61
H 1.44 -1.18 -2.08
H -0.04 1.17 5.73
H -1.18 1.43 2.28
H -0.69 0.16 -5.48
H 0.11 2.94 5.40
H 2.17 -0.70 -0.77
H -3.46 -1.38 -0.63
H -0.23 1.67 0.83
H 1.75 -0.95 2.19
H -3.73 0.18 -1.38
H 0.60 -0.28 4.24
H -0.64 -0.76 2.33
H 1.74 0.73 1.57
H -2.62 1.63 0.29
H -0.25 -1.41 -4.68
H 2.21 0.32 4.01
H -2.75 -0.89 -2.25
H 1.56 1.96 5.74
H -2.88 0.13 1.20
```

The spin multiplicity is 5. The net charge is -1.

Löwdin population analysis, charges in e, atoms 1 to 5: 0.593, 0.005, -0.497, -0.195, -0.269


Record 2
Computed, not measured: a 9-piece molecular cluster, C13H42BF4O13 overall, with ωB97M-V/def2-TZVPD.

The geometry in XYZ format:
```
73
Properties=species:S:1:pos:R:3
F -1.23 -0.47 0.16
F -1.31 0.82 -1.67
F 0.37 1.19 -0.20
F -1.73 1.60 0.34
O 3.73 3.96 0.83
O 1.90 -0.11 -2.64
O -2.97 -0.43 2.39
O -3.22 2.49 -4.74
O 3.97 -2.47 -2.82
O -2.55 -2.29 -1.36
O 0.53 3.78 0.87
O 5.29 1.83 2.09
O -0.82 -3.16 4.24
O -1.04 -4.25 -2.79
O -0.39 2.01 -3.52
O -3.99 0.56 -0.38
O -3.40 2.06 4.25
C 4.82 1.74 0.81
C -2.30 1.11 4.25
C -1.08 -2.82 -3.09
C -2.50 -2.17 -2.75
C 0.43 -3.29 3.57
C 1.52 -3.58 4.58
C -1.10 3.23 -3.75
C 0.67 -2.10 2.65
C 3.52 2.55 0.64
C 2.36 -0.93 -1.63
C 2.68 -2.29 -2.22
C -2.05 3.23 -5.02
C -2.67 -0.31 3.75
B -0.91 0.77 -0.37
H -2.22 -0.20 1.85
H -1.59 2.83 -5.92
H 0.27 3.02 0.34
H 4.56 0.71 0.60
H -3.31 -0.82 4.47
H 1.66 -2.26 2.21
H -0.76 -2.59 -4.10
H -0.81 1.39 -2.93
H 0.63 -1.16 3.19
H 0.42 -4.14 2.88
H 1.53 -2.84 5.39
H -0.07 3.76 1.62
H -0.97 -3.99 4.71
H 1.42 -4.55 5.06
H -3.72 2.80 -5.50
H -2.03 -1.58 -0.98
H -2.25 4.28 -5.23
H 2.54 -3.01 -1.40
H -4.11 1.30 -0.97
H 2.55 -3.57 4.24
H 2.80 2.30 1.42
H -1.78 -4.66 -3.23
H -0.04 -2.18 1.83
H -2.35 -1.10 -2.93
H -3.54 2.29 3.33
H -1.83 1.07 5.23
H -1.87 3.46 -3.01
H -1.73 -0.77 4.06
H 1.34 0.56 -2.24
H -3.34 -2.69 -3.20
H -1.54 1.52 3.58
H 5.49 2.24 0.11
H 3.00 2.32 -0.29
H -0.50 4.14 -3.67
H 2.91 4.23 1.25
H 3.14 -0.35 -1.14
H 4.25 -1.69 -3.29
H -3.22 0.80 0.15
H 1.98 -2.49 -3.03
H -0.30 -2.35 -2.48
H 1.65 -1.09 -0.81
H 5.16 2.74 2.38
```

The net charge is -1.

Löwdin population analysis, charges in e, atoms 1 to 5: 0.147, 0.191, 0.185, 0.157, -0.076


Record 3
Computed, not measured: an isolated ion of composition C7H17N2O and charge +1, with ωB97M-V/def2-TZVPD.

The geometry in XYZ format:
```
27
Properties=species:S:1:pos:R:3
O -2.55 0.34 0.38
N 0.71 -1.46 -0.58
N 1.02 0.69 0.36
C -0.83 0.36 -1.35
C 2.19 1.05 -0.48
C 0.10 -0.22 -0.37
C -2.35 0.08 -0.96
C -1.98 -0.55 1.21
C 0.38 1.90 0.91
C 1.07 -2.26 0.58
H 1.86 1.62 -1.34
H -0.62 1.65 1.29
H 0.98 2.30 1.73
H 0.31 -2.20 1.37
H -0.71 -0.07 -2.34
H 2.03 -1.93 0.99
H 2.90 1.65 0.09
H -2.58 -0.96 -1.20
H 1.19 -3.30 0.29
H 0.28 2.66 0.14
H -0.72 1.44 -1.42
H -2.08 -1.60 0.99
H 2.68 0.14 -0.83
H 0.24 -2.00 -1.30
H -1.89 -0.23 2.23
H -2.99 0.75 -1.54
H 1.37 0.14 1.15
```

The net charge is +1.

Löwdin population analysis, charges in e, atoms 1 to 5: -0.141, -0.035, -0.144, -0.086, 0.017


Record 4
Computed, not measured: one molecule with the formula C4H8O, with ωB97M-V/def2-TZVPD.

The geometry in XYZ format:
```
13
Properties=species:S:1:pos:R:3
O -0.35 -1.11 0.62
C -1.26 -0.59 -0.35
C 1.18 -0.67 0.32
C -1.20 0.79 0.14
C 1.28 0.71 -0.11
H -1.68 0.94 1.11
H 1.48 -1.41 -0.43
H -0.91 -0.71 -1.38
H -2.24 -1.10 -0.25
H 1.58 -0.90 1.31
H -0.87 1.64 -0.40
H 1.62 1.47 0.59
H 1.37 0.95 -1.17
```

The net charge is 0.

Löwdin population analysis, charges in e, atoms 1 to 5: -0.219, -0.313, -0.180, 0.061, -0.018


DFT total energy / a.u.: -2637.96451 -1923.13126 -461.30767 -232.27467
Energy relative to the best compared isomer or geometry (same formula, charge and spin) / kJ/mol: 39.7 230.7 389.0 448.9